No. 1
The following is a quantum chemistry calculation of a 9-piece molecular cluster, C47H98Br2N11O overall, from OMol25.

Positions of all 159 atoms, in Å:
C1 6.98 -11.32 2.45
C2 6.14 -10.21 1.82
N1 6.39 -8.90 2.46
C3 6.02 -8.31 3.68
C4 6.51 -6.98 3.82
N2 7.24 -6.73 2.70
C5 7.16 -7.83 1.91
C6 7.87 -5.43 2.31
H1 6.71 -12.29 2.03
H2 6.69 -11.22 3.49
H3 8.05 -11.18 2.28
H4 5.08 -10.42 2.01
H5 6.30 -10.06 0.75
H6 5.45 -8.86 4.41
H7 6.46 -6.23 4.59
H8 7.59 -7.84 0.92
H9 7.18 -4.59 2.38
H10 8.06 -5.58 1.24
H11 8.76 -5.27 2.92
C7 -1.54 -4.78 4.71
C8 -3.01 -4.91 5.04
N3 -3.73 -5.83 4.10
C9 -4.10 -5.51 2.77
C10 -4.86 -6.56 2.28
N4 -4.82 -7.61 3.23
C11 -4.17 -7.12 4.33
C12 -5.28 -8.93 2.96
H12 -1.09 -5.72 4.40
H13 -1.02 -4.47 5.61
H14 -1.23 -4.12 3.90
H15 -3.61 -4.00 5.09
H16 -3.14 -5.31 6.05
H17 -3.77 -4.64 2.23
H18 -5.27 -6.79 1.31
H19 -3.83 -7.58 5.25
H20 -6.28 -8.93 3.39
H21 -4.64 -9.62 3.52
H22 -5.43 -8.90 1.89
C13 9.59 -1.52 -9.92
C14 8.75 -0.83 -8.85
N5 7.36 -0.69 -9.28
C15 6.54 -1.81 -9.60
C16 5.37 -1.27 -10.14
N6 5.43 0.12 -10.02
C17 6.66 0.41 -9.41
C18 4.51 1.12 -10.51
H23 10.62 -1.61 -9.58
H24 9.67 -1.02 -10.88
H25 9.23 -2.52 -10.17
H26 9.13 0.17 -8.62
H27 8.78 -1.33 -7.88
H28 6.97 -2.79 -9.53
H29 4.48 -1.68 -10.60
H30 7.02 1.39 -9.13
H31 5.01 2.04 -10.81
H32 3.78 1.33 -9.72
H33 4.04 0.82 -11.45
C19 -4.57 7.33 -1.99
C20 -4.99 7.53 -0.43
N7 -6.42 7.59 -0.40
C21 -7.25 8.38 -1.16
C22 -8.57 8.08 -0.88
N8 -8.56 7.22 0.20
C23 -7.27 6.84 0.41
C24 -9.73 6.70 0.94
H34 -3.50 7.25 -2.20
H35 -4.92 8.12 -2.65
H36 -4.87 6.40 -2.49
H37 -4.54 8.43 -0.02
H38 -4.65 6.69 0.18
H39 -6.81 9.07 -1.87
H40 -9.52 8.37 -1.28
H41 -6.96 6.09 1.13
H42 -10.67 6.94 0.44
H43 -9.79 7.15 1.93
H44 -9.63 5.63 1.14
C25 7.91 1.54 -1.42
C26 6.86 2.57 -1.97
C27 5.41 2.54 -1.32
C28 4.53 1.57 -2.08
N9 3.03 1.41 -1.66
C29 2.36 0.29 -2.50
C30 2.06 0.90 -3.89
C31 1.87 2.35 -3.57
C32 2.17 2.65 -2.10
C33 2.87 1.10 -0.11
H45 7.67 0.50 -1.61
H46 8.09 1.49 -0.34
H47 8.84 1.79 -1.92
H48 6.70 2.37 -3.04
H49 7.23 3.59 -1.89
H50 4.99 3.53 -1.46
H51 5.48 2.28 -0.26
H52 4.96 0.57 -1.99
H53 4.57 1.76 -3.15
H54 1.41 0.11 -2.00
H55 3.16 -0.45 -2.49
H56 1.10 0.50 -4.21
H57 2.76 0.60 -4.66
H58 0.85 2.64 -3.83
H59 2.40 3.02 -4.24
H60 1.23 2.67 -1.56
H61 2.77 3.54 -1.90
H62 1.81 1.13 0.12
H63 3.49 1.70 0.56
H64 3.12 0.05 0.07
C34 -0.23 6.62 5.94
C35 0.49 5.34 6.11
C36 -0.17 4.20 6.99
C37 0.31 4.15 8.45
N10 -0.64 3.35 9.37
C38 -0.03 2.80 10.65
C39 -0.91 1.59 11.04
C40 -1.65 1.12 9.83
C41 -1.08 2.01 8.74
C42 -1.85 4.20 9.69
H65 -1.30 6.54 6.13
H66 -0.21 6.95 4.90
H67 0.12 7.41 6.60
H68 1.50 5.50 6.49
H69 0.54 4.93 5.10
H70 0.24 3.30 6.53
H71 -1.25 4.05 6.89
H72 0.38 5.14 8.90
H73 1.28 3.66 8.55
H74 0.01 3.60 11.38
H75 0.97 2.38 10.50
H76 -1.66 1.78 11.81
H77 -0.22 0.94 11.56
H78 -2.72 1.29 9.92
H79 -1.41 0.06 9.74
H80 -1.88 2.11 8.00
H81 -0.25 1.77 8.07
H82 -2.40 3.78 10.53
H83 -2.48 4.23 8.80
H84 -1.47 5.18 9.99
C43 -7.82 1.35 -4.42
N11 -7.68 0.15 -5.46
C44 -9.05 -0.40 -5.70
C45 -7.05 0.63 -6.79
C46 -6.69 -0.83 -4.70
C47 -6.51 -2.27 -5.31
O1 -7.71 -2.98 -5.07
H85 -6.84 1.81 -4.37
H86 -8.18 0.87 -3.51
H87 -8.69 1.89 -4.80
H88 -9.49 -0.68 -4.74
H89 -8.99 -1.31 -6.29
H90 -9.72 0.35 -6.13
H91 -6.08 1.04 -6.50
H92 -7.62 1.42 -7.28
H93 -6.94 -0.23 -7.45
H94 -7.01 -0.88 -3.66
H95 -5.82 -0.18 -4.74
H96 -5.77 -2.90 -4.81
H97 -6.13 -2.22 -6.33
H98 -7.55 -3.91 -4.91
Br1 -1.86 -1.49 -10.03
Br2 -4.13 0.96 1.14

Kohn-Sham gap: 3.428 eV
E_LUMO: -7.3 eV
Highest occupied orbital energy: -10.76 eV
Net charge: +5

***

No. 2
The following is a quantum chemistry calculation of C47H98Br3N9O9 as an isolated structure, from OMol25.

Positions of all 166 atoms, in Å:
C1 4.18 1.64 -6.54
Br1 2.75 1.08 -5.31
Br2 4.10 0.86 -8.38
Br3 6.03 1.09 -5.84
H1 4.15 2.72 -6.65
C2 -10.65 -3.72 -5.98
C3 -10.24 -2.22 -6.17
C4 -11.33 -1.34 -5.39
C5 -11.01 0.14 -5.39
C6 -9.68 0.42 -4.77
C7 -8.46 -0.38 -5.33
N1 -8.85 -1.82 -5.66
O1 -7.76 -2.77 -5.99
C8 -7.92 0.41 -6.63
C9 -7.31 -0.23 -4.28
C10 -10.46 -1.96 -7.68
H2 -10.79 -3.97 -4.93
H3 -9.87 -4.37 -6.37
H4 -11.60 -3.89 -6.49
H5 -12.33 -1.39 -5.84
H6 -11.35 -1.71 -4.37
H7 -11.89 0.60 -4.94
H8 -11.06 0.48 -6.42
H9 -9.61 0.28 -3.69
H10 -9.65 1.50 -4.89
H11 -8.71 0.61 -7.35
H12 -7.48 1.39 -6.46
H13 -7.19 -0.23 -7.12
H14 -6.26 -0.38 -4.52
H15 -7.35 0.81 -3.95
H16 -7.51 -0.95 -3.48
H17 -11.42 -2.28 -8.10
H18 -9.64 -2.33 -8.29
H19 -10.36 -0.88 -7.80
C11 8.02 -5.00 2.49
C12 7.33 -4.43 1.18
C13 6.15 -3.41 1.38
C14 6.53 -2.01 1.83
C15 7.39 -1.46 0.73
C16 8.69 -2.40 0.47
N2 8.22 -3.80 0.20
O2 9.22 -4.72 -0.44
C17 9.41 -1.88 -0.84
C18 9.74 -2.23 1.56
C19 6.52 -5.64 0.49
H20 8.60 -4.26 3.03
H21 8.76 -5.78 2.28
H22 7.18 -5.28 3.14
H23 5.37 -3.39 0.62
H24 5.63 -3.82 2.25
H25 7.03 -2.26 2.77
H26 5.76 -1.37 2.27
H27 7.74 -0.46 1.00
H28 6.82 -1.25 -0.17
H29 8.91 -2.23 -1.75
H30 9.61 -0.81 -0.76
H31 10.36 -2.39 -0.99
H32 9.27 -2.37 2.53
H33 10.42 -3.07 1.46
H34 10.35 -1.33 1.51
H35 7.23 -6.38 0.12
H36 5.91 -5.44 -0.39
H37 5.96 -6.19 1.25
C20 -4.04 6.92 -0.63
C21 -4.30 5.38 -0.95
C22 -3.16 4.61 -0.24
C23 -3.42 4.47 1.22
C24 -4.83 3.79 1.38
C25 -6.04 4.58 0.76
N3 -5.69 5.01 -0.64
O3 -6.76 5.48 -1.46
C26 -7.19 3.62 0.65
C27 -6.37 5.72 1.77
C28 -4.05 5.10 -2.47
H38 -3.15 7.27 -1.16
H39 -4.06 7.09 0.45
H40 -4.90 7.53 -0.90
H41 -2.89 3.69 -0.76
H42 -2.35 5.32 -0.43
H43 -3.37 5.42 1.76
H44 -2.75 3.72 1.63
H45 -5.01 3.75 2.45
H46 -4.83 2.72 1.18
H47 -7.49 3.15 1.59
H48 -8.03 4.17 0.23
H49 -7.03 2.80 -0.05
H50 -5.56 6.41 2.03
H51 -7.13 6.36 1.32
H52 -6.75 5.41 2.74
H53 -4.09 4.04 -2.70
H54 -3.07 5.35 -2.88
H55 -4.82 5.68 -2.99
C29 6.15 6.81 2.94
C30 6.44 5.40 2.45
C31 5.40 4.40 3.06
C32 4.13 4.36 2.13
C33 4.56 3.84 0.78
C34 5.62 4.81 0.08
N4 6.69 5.16 1.06
O4 7.79 5.96 0.53
C35 6.07 4.10 -1.18
C36 4.94 6.15 -0.47
C37 7.72 5.14 3.31
H56 5.65 6.90 3.91
H57 5.42 7.21 2.23
H58 6.99 7.49 2.89
H59 5.73 3.37 3.11
H60 5.10 4.75 4.04
H61 3.68 5.33 1.91
H62 3.29 3.89 2.65
H63 3.66 4.00 0.18
H64 4.69 2.76 0.79
H65 6.91 4.58 -1.69
H66 6.34 3.07 -0.95
H67 5.18 4.09 -1.81
H68 5.62 6.76 -1.06
H69 4.09 5.90 -1.11
H70 4.53 6.67 0.40
H71 8.06 4.10 3.32
H72 7.45 5.36 4.34
H73 8.60 5.73 3.10
O5 2.69 -5.95 6.47
C38 2.74 -4.73 6.42
N5 3.86 -4.14 6.77
C39 1.60 -3.84 5.91
H74 4.51 -4.80 7.18
H75 4.18 -3.27 6.37
H76 1.18 -3.30 6.76
H77 1.00 -4.45 5.24
H78 2.12 -3.16 5.23
O6 -2.65 -8.61 2.62
C40 -1.66 -8.40 3.30
N6 -0.48 -7.97 2.79
C41 -1.58 -8.63 4.82
H79 -0.42 -7.91 1.79
H80 0.35 -8.07 3.36
H81 -2.38 -9.30 5.12
H82 -1.76 -7.74 5.42
H83 -0.56 -8.91 5.08
O7 -0.16 -0.38 1.43
C42 -0.31 -1.30 0.61
N7 0.26 -2.47 0.81
C43 -1.23 -1.12 -0.70
H84 -0.02 -3.20 0.17
H85 0.82 -2.76 1.61
H86 -1.42 -2.12 -1.12
H87 -0.59 -0.55 -1.37
H88 -2.17 -0.62 -0.49
O8 -0.50 1.91 6.97
C44 0.64 1.58 7.16
N8 1.33 0.97 6.21
C45 1.26 1.65 8.55
H89 0.93 1.07 5.29
H90 2.21 0.59 6.53
H91 1.64 0.71 8.97
H92 0.41 2.03 9.11
H93 2.07 2.38 8.42
O9 -0.51 -6.31 -1.94
C46 -1.04 -6.64 -3.00
N9 -0.35 -6.95 -4.03
C47 -2.50 -6.52 -3.18
H94 -0.73 -6.99 -4.97
H95 0.65 -7.09 -4.04
H96 -2.72 -5.61 -3.74
H97 -2.87 -6.51 -2.15
H98 -2.84 -7.34 -3.82

Expectation value of S²: 6.02
Kohn-Sham gap (alpha / beta): 7.946 / 8.944 eV
Spin multiplicity: 5
E_LUMO (alpha / beta): -0.7 / -0.7 eV
Highest occupied orbital energy (alpha / beta): -8.65 / -9.65 eV
Net charge: 0

***

Among the records above, which one has the highest net charge?
C47H98Br2N11O

***

Which of these has the lowest net charge?
C47H98Br3N9O9